## i
# C5H9NO3

An isolated molecule of C5H9NO3 (the ωB97M-V functional and the def2-TZVPD basis, OMol25).

Summary:
lowest unoccupied orbital energy: 0.55 eV
structure (SMILES): CC(C)=C(O)OC(N)=O
charge: 0

Positions of all 18 atoms, in Å:
C  1.8945  -0.9296  -0.6323
C  0.6844  -0.0637  -0.4262
C  -0.1746  0.1719  -1.6420
C  0.6318  0.7802  0.6456
O  1.6429  0.9060  1.5210
O  -0.5515  1.2882  1.0448
C  -1.3152  -0.0950  1.1947
N  -2.5250  0.0412  0.6016
O  -0.9932  -0.8827  2.0325
H  1.5912  -1.9276  -0.9602
H  2.5616  -0.5125  -1.3913
H  2.4758  -1.0442  0.2825
H  0.4473  0.1739  -2.5419
H  -0.9164  -0.6245  -1.7561
H  -0.6993  1.1291  -1.6104
H  1.2660  1.0563  2.4022
H  -2.7234  0.9075  0.1316
H  -3.2969  -0.3746  1.1038



## ii
# C5H9NO3

An isolated molecule of C5H9NO3 (the ωB97M-V functional and the def2-TZVPD basis, OMol25).

Summary:
lowest unoccupied orbital energy: 0.74 eV
structure (SMILES): [H]/N=C(\C[C@H](C)O)C(=O)O
charge: 0

Positions of all 18 atoms, in Å:
H  -1.2889  0.4628  2.7274
N  -0.8589  1.1620  2.1233
C  -0.2326  0.6943  1.1261
C  0.1820  -0.7854  0.9168
C  -0.3472  -1.1805  -0.4617
C  0.7255  -1.3165  -1.5210
O  -1.2214  -0.0028  -0.8630
C  0.5054  1.6885  0.2570
O  1.6299  1.5344  -0.1435
O  -0.2427  2.7470  -0.0349
H  -0.2709  -1.3801  1.7099
H  1.2703  -0.8444  0.9449
H  -0.9852  -2.0724  -0.4105
H  0.2641  -1.4189  -2.4959
H  1.3346  -2.1962  -1.3040
H  1.3685  -0.4400  -1.5256
H  -2.0583  0.0280  -0.3819
H  0.2258  3.3202  -0.6634



Result of the stability comparison: ii is the most stable of them.